[1]
{
  "formula": "C5H7NO",
  "method": "the ωB97M-V functional and the def2-TZVPD basis",
  "species": ["C", "N", "C", "C", "C", "C", "O", "H", "H", "H", "H", "H", "H", "H"],
  "coordinates": [[0.45, 1.37, -1.18], [1.12, 1.48, 0.12], [0.24, 0.37, -0.13], [-0.89, -0.15, 0.75], [-0.74, -1.58, 0.19], [0.65, -1.02, 0.18], [0.07, -0.45, 1.77], [-0.40, 2.02, -1.38], [1.11, 1.20, -2.02], [0.69, 2.15, 0.76], [-1.84, 0.36, 0.93], [-1.19, -1.90, -0.75], [-0.84, -2.33, 0.99], [1.55, -1.52, -0.22]],
  "lowdin_charge": [-0.08, 0.08, -0.44, -0.27, -0.08, 0.01, -0.06, 0.11, 0.10, 0.10, 0.14, 0.11, 0.12, 0.15],
  "spin_multiplicity": 1,
  "e_above_lowest_kj_mol": 534.67
}


[2]
{
  "formula": "C15H35N2O3S3",
  "method": "the ωB97M-V functional and the def2-TZVPD basis",
  "species": ["C", "C", "C", "C", "C", "C", "C", "N", "C", "C", "N", "H", "H", "H", "H", "H", "H", "H", "H", "H", "H", "H", "H", "H", "H", "H", "H", "H", "C", "S", "O", "C", "H", "H", "H", "H", "H", "H", "C", "S", "O", "C", "H", "H", "H", "H", "H", "H", "C", "S", "O", "C", "H", "H", "H", "H", "H", "H"],
  "coordinates": [[4.96, -2.25, 0.85], [4.21, -0.88, 1.34], [4.43, 0.36, 0.35], [3.09, 1.02, -0.26], [1.86, 1.14, 0.77], [0.57, 0.34, 0.14], [0.96, -1.20, -0.17], [1.52, -1.74, -1.41], [1.78, -3.18, -1.27], [1.32, -3.48, 0.16], [0.81, -2.26, 0.83], [5.83, -2.50, 1.55], [5.31, -2.20, -0.23], [4.21, -3.12, 0.93], [4.73, -0.60, 2.34], [3.12, -1.17, 1.53], [5.13, 1.17, 0.80], [5.02, -0.05, -0.56], [2.80, 0.51, -1.26], [3.37, 2.11, -0.56], [2.05, 0.74, 1.82], [1.54, 2.24, 0.88], [0.21, 0.82, -0.85], [-0.31, 0.35, 0.88], [1.68, -1.10, -2.21], [2.22, -3.84, -2.09], [1.40, -4.53, 0.61], [0.43, -2.17, 1.79], [-5.15, 0.92, 1.03], [-3.59, 0.36, 1.74], [-2.53, 1.33, 1.30], [-3.43, -1.11, 0.71], [-5.43, 1.86, 1.50], [-5.04, 1.07, -0.05], [-5.92, 0.17, 1.22], [-3.42, -0.84, -0.35], [-4.26, -1.79, 0.92], [-2.49, -1.61, 0.96], [-1.05, -2.41, -4.31], [0.67, -2.60, -4.81], [1.44, -1.44, -4.26], [0.39, -2.28, -6.57], [-1.11, -2.53, -3.23], [-1.41, -1.41, -4.58], [-1.66, -3.17, -4.80], [-0.05, -1.29, -6.70], [-0.26, -3.05, -6.98], [1.35, -2.31, -7.08], [-3.02, 4.73, 2.41], [-3.18, 3.72, 3.90], [-4.61, 3.30, 4.00], [-2.93, 5.06, 5.07], [-3.18, 4.10, 1.54], [-3.76, 5.53, 2.42], [-2.01, 5.16, 2.37], [-3.68, 5.84, 4.92], [-1.92, 5.48, 4.94], [-3.02, 4.66, 6.08]],
  "lowdin_charge": [-0.12, -0.24, -0.20, -0.20, -0.17, -0.09, -0.12, 0.10, 0.02, -0.02, 0.11, 0.07, 0.07, 0.05, 0.11, 0.06, 0.12, 0.11, 0.10, 0.12, 0.11, 0.12, 0.14, 0.09, 0.11, 0.13, 0.13, 0.17, -0.25, 0.82, -0.58, -0.27, 0.05, 0.06, 0.06, 0.06, 0.06, 0.03, -0.26, 0.82, -0.57, -0.25, 0.04, 0.06, 0.06, 0.07, 0.06, 0.06, -0.27, 0.79, -0.56, -0.27, 0.04, 0.06, 0.05, 0.06, 0.05, 0.05],
  "charge": 1,
  "spin_multiplicity": 1,
  "energy_ev": -57739.875
}


[3]
{
  "formula": "C31H60N2O9",
  "method": "the ωB97M-V functional and the def2-TZVPD basis",
  "species": ["C", "C", "N", "H", "H", "H", "C", "C", "N", "H", "H", "H", "C", "C", "O", "C", "H", "H", "H", "H", "H", "H", "C", "C", "O", "C", "H", "H", "H", "H", "H", "H", "C", "C", "O", "C", "H", "H", "H", "H", "H", "H", "C", "C", "O", "C", "H", "H", "H", "H", "H", "H", "C", "C", "O", "C", "H", "H", "H", "H", "H", "H", "C", "C", "O", "C", "H", "H", "H", "H", "H", "H", "C", "C", "O", "C", "H", "H", "H", "H", "H", "H", "C", "C", "O", "C", "H", "H", "H", "H", "H", "H", "C", "C", "O", "C", "H", "H", "H", "H", "H", "H"],
  "coordinates": [[6.03, 19.13, -18.71], [5.28, 20.31, -19.14], [4.64, 21.23, -19.48], [6.33, 19.19, -17.67], [6.97, 19.03, -19.25], [5.45, 18.21, -18.73], [11.38, 16.91, -21.00], [11.98, 15.61, -20.58], [12.42, 14.62, -20.27], [12.07, 17.53, -21.58], [11.16, 17.27, -20.00], [10.44, 16.77, -21.54], [10.29, 17.27, -27.53], [9.05, 16.99, -28.44], [8.79, 17.72, -29.43], [8.32, 15.70, -28.27], [11.13, 16.77, -28.02], [10.25, 16.91, -26.50], [10.50, 18.33, -27.63], [7.48, 15.91, -27.61], [9.00, 15.05, -27.72], [8.09, 15.29, -29.26], [8.66, 14.83, -16.23], [8.00, 14.69, -14.88], [7.50, 13.64, -14.49], [7.98, 15.98, -14.12], [8.28, 14.16, -17.00], [9.70, 14.57, -16.00], [8.53, 15.78, -16.74], [7.35, 15.71, -13.27], [7.56, 16.85, -14.63], [9.00, 16.19, -13.81], [10.24, 24.08, -22.39], [10.48, 22.60, -22.24], [11.37, 22.23, -21.49], [9.57, 21.70, -23.14], [10.56, 24.77, -21.62], [9.18, 24.21, -22.61], [10.82, 24.44, -23.25], [10.28, 21.23, -23.82], [8.71, 22.09, -23.68], [9.23, 20.83, -22.58], [17.27, 15.54, -23.30], [18.48, 14.64, -23.03], [18.99, 14.03, -24.01], [19.05, 14.36, -21.67], [17.05, 16.37, -22.62], [16.34, 14.98, -23.33], [17.45, 15.99, -24.27], [18.35, 13.75, -21.11], [19.41, 15.28, -21.21], [19.97, 13.80, -21.80], [4.83, 15.70, -22.83], [4.03, 16.92, -23.16], [4.59, 17.76, -23.91], [2.55, 17.02, -22.77], [4.25, 14.84, -22.48], [5.57, 15.90, -22.05], [5.40, 15.53, -23.74], [2.07, 17.42, -23.66], [2.28, 17.67, -21.94], [2.15, 16.02, -22.63], [16.33, 19.41, -15.07], [15.11, 18.77, -15.70], [15.13, 17.61, -16.09], [13.90, 19.62, -15.76], [16.23, 20.48, -15.26], [17.32, 19.14, -15.43], [16.40, 19.23, -14.00], [13.14, 18.85, -15.94], [13.87, 20.26, -16.65], [13.70, 20.22, -14.88], [15.47, 9.07, -20.35], [14.31, 8.27, -19.59], [14.32, 7.07, -19.60], [13.23, 9.09, -18.84], [16.32, 8.41, -20.50], [15.78, 9.95, -19.79], [15.10, 9.35, -21.33], [13.64, 10.10, -18.76], [13.13, 8.72, -17.82], [12.27, 9.17, -19.35], [15.11, 22.04, -26.12], [15.28, 21.03, -25.07], [14.63, 19.97, -25.05], [16.37, 21.22, -24.06], [16.07, 22.47, -26.40], [14.36, 22.76, -25.81], [14.81, 21.62, -27.08], [17.31, 20.85, -24.46], [16.11, 20.77, -23.10], [16.48, 22.30, -23.99], [11.27, 10.75, -23.81], [9.84, 10.86, -23.44], [9.29, 11.92, -23.20], [9.02, 9.63, -23.66], [11.66, 9.79, -23.49], [12.03, 11.39, -23.37], [11.21, 10.82, -24.90], [8.11, 9.77, -23.07], [9.61, 8.75, -23.41], [8.56, 9.79, -24.63]],
  "lowdin_charge": [-0.09, -0.27, 0.12, 0.08, 0.08, 0.08, -0.06, -0.29, 0.12, 0.08, 0.07, 0.08, -0.02, -0.45, 0.01, -0.03, 0.08, 0.07, 0.07, 0.09, 0.07, 0.09, -0.04, -0.50, 0.06, -0.03, 0.08, 0.10, 0.07, 0.08, 0.08, 0.09, -0.04, -0.46, 0.04, -0.01, 0.08, 0.07, 0.09, 0.08, 0.08, 0.07, -0.02, -0.45, 0.02, -0.03, 0.07, 0.08, 0.08, 0.09, 0.08, 0.08, -0.03, -0.45, 0.02, -0.01, 0.08, 0.08, 0.09, 0.08, 0.08, 0.07, -0.03, -0.50, 0.06, -0.03, 0.07, 0.08, 0.09, 0.08, 0.09, 0.09, -0.02, -0.45, 0.06, -0.02, 0.07, 0.06, 0.07, 0.06, 0.08, 0.08, -0.04, -0.50, 0.03, -0.03, 0.09, 0.10, 0.09, 0.09, 0.09, 0.08, -0.03, -0.53, 0.05, -0.03, 0.07, 0.09, 0.10, 0.09, 0.09, 0.10],
  "spin_multiplicity": 1,
  "smiles": "CC(C)=O.CC(C)=O.CC(C)=O.CC(C)=O.CC(C)=O.CC(C)=O.CC(C)=O.CC(C)=O.CC(C)=O.CC#N.CC#N",
  "energy_ev": -54523.001
}


[4]
{
  "formula": "C30H50BClFMg2NNaO18PS",
  "method": "the ωB97M-V functional and the def2-TZVPD basis",
  "species": ["C", "C", "C", "C", "C", "B", "O", "C", "C", "C", "C", "C", "C", "S", "O", "O", "Cl", "O", "H", "H", "H", "H", "H", "H", "H", "H", "H", "H", "H", "H", "H", "H", "H", "H", "H", "H", "H", "Mg", "O", "P", "O", "C", "C", "O", "C", "C", "O", "C", "C", "H", "H", "H", "H", "H", "H", "H", "H", "H", "H", "H", "H", "H", "H", "H", "C", "O", "O", "O", "Mg", "F", "Na", "C", "C", "O", "C", "O", "O", "H", "H", "H", "H", "C", "C", "C", "C", "C", "C", "N", "O", "O", "H", "H", "H", "H", "H", "C", "C", "O", "C", "H", "H", "H", "H", "H", "H", "O", "H"],
  "coordinates": [[-6.01, -0.27, 1.95], [-5.58, -1.01, 1.08], [-4.89, -2.01, 0.04], [-5.70, -3.38, 0.10], [-5.09, -4.53, -0.81], [-3.50, -4.67, -0.62], [-3.11, -4.90, 0.78], [-1.65, -4.84, 0.68], [-1.48, -5.75, -0.66], [-0.19, -5.15, -1.38], [-0.55, -4.01, -2.44], [-0.08, -2.56, -1.98], [-0.31, -1.47, -3.11], [0.99, -0.16, -3.14], [0.53, 1.02, -3.97], [2.27, -0.62, -3.69], [1.41, 0.60, -1.23], [-2.73, -5.70, -1.35], [-6.18, 0.56, 2.68], [-3.81, -2.08, 0.37], [-4.99, -1.49, -0.96], [-5.87, -3.78, 1.15], [-6.75, -3.17, -0.31], [-5.57, -5.52, -0.46], [-5.42, -4.44, -1.90], [-3.11, -3.58, -0.99], [-1.50, -3.70, 0.51], [-1.16, -5.30, 1.61], [-1.23, -6.84, -0.43], [0.54, -4.71, -0.62], [0.35, -5.98, -1.95], [-1.64, -4.01, -2.72], [0.03, -4.23, -3.40], [-0.65, -2.26, -1.04], [1.02, -2.56, -1.68], [-0.42, -1.94, -4.15], [-1.29, -0.90, -2.93], [-2.24, -2.82, 1.74], [-2.79, 5.76, -4.71], [-2.48, 6.24, -3.30], [-1.10, 7.07, -3.68], [-1.24, 8.35, -4.28], [-1.71, 9.39, -3.28], [-1.82, 4.80, -2.80], [-2.16, 3.55, -3.37], [-1.11, 3.16, -4.40], [-2.33, 6.78, -1.70], [-1.44, 6.19, -0.78], [0.02, 6.24, -1.17], [-1.93, 8.29, -5.13], [-0.26, 8.63, -4.67], [-2.73, 9.18, -2.95], [-1.69, 10.39, -3.73], [-1.07, 9.39, -2.39], [-3.16, 3.55, -3.80], [-2.16, 2.81, -2.57], [-0.95, 3.96, -5.14], [-1.40, 2.26, -4.93], [-0.14, 3.00, -3.91], [-1.76, 5.16, -0.56], [-1.57, 6.74, 0.16], [0.23, 5.62, -2.05], [0.65, 5.87, -0.35], [0.34, 7.25, -1.41], [3.28, 4.57, -0.51], [2.98, 5.26, -1.50], [2.78, 4.75, 0.69], [4.08, 3.60, -0.51], [0.57, 4.13, 0.30], [-3.32, -0.39, -0.76], [1.82, 2.80, -4.27], [-3.90, -9.10, 2.26], [-4.44, -7.85, 1.63], [-5.61, -7.58, 2.40], [-5.43, -8.17, 3.62], [-6.14, -8.00, 4.56], [-4.34, -8.99, 3.61], [-2.82, -9.16, 2.21], [-4.33, -10.01, 1.83], [-3.76, -7.01, 1.71], [-4.70, -8.00, 0.58], [5.89, 4.69, 1.92], [5.90, 3.33, 1.66], [6.57, 2.47, 2.52], [7.22, 2.98, 3.64], [7.21, 4.35, 3.90], [6.55, 5.20, 3.04], [7.90, 2.07, 4.56], [7.90, 0.88, 4.29], [8.43, 2.55, 5.55], [5.36, 5.36, 1.25], [5.39, 2.94, 0.79], [6.58, 1.40, 2.31], [7.72, 4.75, 4.77], [6.54, 6.27, 3.23], [7.01, -2.22, 5.89], [5.62, -2.78, 5.97], [5.36, -3.89, 5.55], [4.55, -1.91, 6.59], [7.67, -2.96, 5.42], [7.01, -1.31, 5.28], [7.38, -2.00, 6.89], [4.45, -0.99, 6.01], [4.82, -1.68, 7.62], [3.60, -2.44, 6.58], [0.56, -4.72, -5.27], [1.40, -4.63, -5.71]],
  "lowdin_charge": [0.04, -0.14, -0.24, -0.21, -0.11, -0.84, -0.13, -0.17, -0.25, -0.11, -0.17, -0.22, -0.20, 0.48, -0.48, -0.34, 0.35, 0.02, 0.03, 0.00, 0.12, 0.11, 0.12, 0.10, 0.12, 0.12, 0.02, 0.15, 0.16, 0.12, 0.13, 0.13, 0.07, 0.08, 0.11, 0.15, 0.12, 1.19, -0.19, 0.74, -0.24, -0.28, -0.08, -0.29, -0.24, -0.07, -0.22, -0.30, -0.10, 0.11, 0.12, 0.07, 0.08, 0.08, 0.12, 0.13, 0.09, 0.10, 0.01, 0.10, 0.14, 0.08, -0.01, 0.12, -1.01, -0.03, -0.13, -0.02, 1.21, -0.65, 0.71, -0.13, -0.13, 0.07, -0.56, 0.16, 0.06, 0.13, 0.13, 0.12, 0.14, -0.06, -0.05, 0.00, -0.16, -0.01, -0.07, -0.35, 0.05, 0.07, 0.10, 0.08, 0.12, 0.12, 0.11, -0.02, -0.51, 0.06, -0.03, 0.09, 0.06, 0.09, 0.08, 0.08, 0.08, -0.40, -0.13],
  "spin_multiplicity": 1,
  "energy_ev": -121594.033
}


[5]
{
  "formula": "C10H12BrNPTc",
  "method": "the ωB97M-V functional and the def2-TZVPD basis",
  "species": ["C", "C", "C", "C", "C", "Tc", "P", "H", "H", "H", "H", "H", "H", "H", "H", "Br", "C", "C", "C", "C", "N", "C", "H", "H", "H", "H"],
  "coordinates": [[-1.56, -0.48, -2.02], [-0.26, -0.81, -2.57], [0.63, 0.26, -2.43], [-0.07, 1.45, -2.09], [-1.42, 1.17, -1.63], [-1.73, -0.02, 0.19], [-2.26, -2.17, 0.19], [-2.49, -0.77, -2.55], [-0.03, -1.78, -2.99], [1.69, 0.21, -2.53], [-2.25, 1.79, -2.05], [0.32, 2.45, -2.13], [-1.46, -3.11, 0.88], [-2.41, -2.98, -0.95], [-3.52, -2.48, 0.77], [3.77, 2.60, 1.07], [2.36, 1.40, 1.54], [2.31, 0.90, 2.84], [1.28, 0.02, 3.11], [0.30, -0.27, 2.15], [0.19, 0.38, 0.97], [1.35, 1.08, 0.62], [3.06, 1.21, 3.59], [1.17, -0.42, 4.10], [-0.44, -1.05, 2.33], [1.47, 1.42, -0.39]],
  "lowdin_charge": [-0.31, -0.07, -0.11, -0.11, -0.26, 0.89, 0.63, 0.09, 0.11, 0.10, 0.10, 0.11, -0.09, -0.07, -0.09, 0.79, -0.64, -0.08, -0.03, -0.16, -0.10, -0.11, 0.13, 0.12, 0.08, 0.07],
  "charge": 1,
  "spin_multiplicity": 4,
  "e_above_lowest_kj_mol": 0.00
}


| no. | M (g mol⁻¹) |
| --- | --- |
| 1 | 97.12 |
| 2 | 387.66 |
| 3 | 604.83 |
| 4 | 912.62 |
| 5 | 355.09 |